Record 1
The following is a DFT calculation (the ωB97M-V functional and the def2-TZVPD basis) of a molecular structure, C8H16AlF12O2P2 in a non-equilibrium geometry.

Last column: Löwdin charge in e.
Cartesian coordinates (Å):
Al 13.225 17.461 -15.238  1.51
P 15.949 15.762 -13.497  0.23
F 16.049 17.088 -14.431  -0.20
F 14.707 16.339 -12.673  -0.16
F 14.762 15.159 -14.443  -0.17
F 15.808 14.297 -12.761  -0.11
F 17.112 15.114 -14.439  -0.13
F 16.965 16.431 -12.353  -0.15
P 14.400 15.323 -17.936  0.17
F 14.204 16.886 -17.774  -0.18
F 13.157 15.176 -16.909  -0.16
F 13.277 15.368 -19.163  -0.15
F 14.593 13.684 -17.907  -0.12
F 15.586 15.366 -19.072  -0.14
F 15.468 15.467 -16.803  -0.13
C 11.600 20.638 -18.806  -0.15
C 11.348 21.648 -17.705  -0.11
C 11.906 20.902 -16.433  -0.13
O 12.357 19.612 -16.930  -0.19
C 12.764 19.847 -18.315  -0.16
H 11.818 21.266 -19.669  0.14
H 10.736 20.011 -19.028  0.14
H 10.293 21.866 -17.539  0.12
H 11.826 22.607 -17.909  0.12
H 11.084 20.688 -15.751  0.13
H 12.701 21.318 -15.814  0.12
H 12.590 18.905 -18.836  0.13
H 13.740 20.173 -18.676  0.14
C 16.872 20.680 -17.261  -0.16
C 17.300 19.383 -17.852  -0.08
C 16.728 18.382 -16.839  -0.12
O 15.484 18.882 -16.360  -0.07
C 15.730 20.335 -16.407  -0.13
H 16.533 21.475 -17.925  0.14
H 17.528 21.179 -16.548  0.14
H 18.383 19.296 -17.937  0.14
H 16.852 19.163 -18.821  0.14
H 17.341 18.239 -15.950  0.18
H 16.630 17.350 -17.174  0.13
H 15.996 20.845 -15.481  0.17
H 14.827 20.876 -16.690  0.12

Output
net charge = +1
LUMO level = -0.426 hartree
frontier orbital gap = 3.49 eV

Record 2
The following is a DFT calculation (the ωB97M-V functional and the def2-TZVPD basis) of 2 unconnected molecules or ions with the total composition C2H3Cl3NO in a non-equilibrium geometry.

Last column: Löwdin charge in e.
Cartesian coordinates (Å):
C -0.612 -0.360 -0.818  -0.04
C 0.838 -0.320 1.132  -1.51
N -0.787 0.860 -1.256  -0.26
O -0.334 1.400 -2.333  -0.22
Cl 1.293 -2.109 1.430  0.23
Cl 2.346 0.697 1.172  0.29
Cl -0.107 0.087 2.664  0.25
H -1.201 -0.660 0.116  0.08
H -0.056 -0.989 -1.430  0.06
H -1.380 1.394 -0.677  0.12

Output
net charge = -1
LUMO level (spin up / spin down) = 0.130 / 0.130 hartree
relative energy (zero: lowest compared OMol25 entry of this formula, charge and spin) = 119.4 kJ/mol
frontier orbital gap (spin up / spin down) = 6.65 / 6.65 eV

Record 3
The following is a DFT calculation (the ωB97M-V functional and the def2-TZVPD basis) of a single C3H4F2O molecule in a non-equilibrium geometry.

Last column: Löwdin charge in e.
Cartesian coordinates (Å):
C 0.692 0.613 0.378  -0.17
C 0.090 1.119 -0.883  -0.16
C 0.073 -0.763 0.627  -0.34
O -1.219 -0.980 0.863  0.07
F 0.321 0.339 -1.933  0.01
F 0.395 -1.652 -0.352  0.03
H 1.879 0.455 0.299  0.16
H 0.420 1.286 1.260  0.14
H -1.032 1.366 -0.742  0.13
H -1.619 -1.783 0.484  0.13

Output
LUMO level (spin up / spin down) = 0.008 / 0.018 hartree
relative energy (zero: lowest compared OMol25 entry of this formula, charge and spin) = 355.1 kJ/mol
frontier orbital gap (spin up / spin down) = 8.03 / 9.07 eV

Record 4
The following is a DFT calculation (the ωB97M-V functional and the def2-TZVPD basis) of a molecular structure, C12H36AlN6O2P2 in a non-equilibrium geometry.

Last column: Löwdin charge in e.
Cartesian coordinates (Å):
Al -1.656 2.676 5.074  1.00
O -1.910 4.366 -1.007  -0.24
P -1.804 4.844 -2.395  0.61
N -2.862 6.084 -2.889  -0.20
C -4.117 6.280 -2.184  -0.08
C -2.775 6.864 -4.197  -0.03
N -2.190 3.649 -3.590  -0.23
C -2.650 2.439 -3.122  -0.09
C -2.009 3.867 -4.985  -0.07
N -0.240 5.471 -2.745  -0.27
C 0.880 4.540 -3.239  -0.05
C 0.206 6.511 -1.865  -0.12
H -4.710 7.153 -2.456  0.10
H -3.860 6.382 -1.130  0.09
H -4.909 5.531 -2.186  0.10
H -3.604 6.564 -4.838  0.10
H -1.793 6.895 -4.671  0.09
H -2.797 7.919 -3.926  0.11
H -3.138 2.502 -2.148  0.10
H -3.420 2.057 -3.792  0.12
H -1.802 1.756 -3.085  0.13
H -3.002 4.108 -5.365  0.12
H -1.277 4.624 -5.267  0.09
H -1.555 3.014 -5.488  0.12
H 1.267 3.856 -2.484  0.09
H 0.733 3.967 -4.155  0.07
H 1.739 5.115 -3.585  0.09
H 1.096 6.982 -2.282  0.10
H 0.528 6.064 -0.924  0.09
H -0.543 7.250 -1.578  0.09
O 0.699 -2.970 3.136  -0.29
P 1.440 -4.293 3.058  0.66
N 1.067 -5.243 1.704  -0.23
C -0.327 -5.121 1.085  -0.02
C 1.712 -6.542 1.411  -0.07
N 1.045 -5.370 4.376  -0.19
C 2.000 -6.433 4.811  -0.07
C -0.351 -5.593 4.799  -0.05
N 3.211 -4.281 2.933  -0.25
C 4.114 -4.094 4.056  -0.13
C 3.786 -3.707 1.624  -0.04
H -1.165 -5.494 1.674  0.09
H -0.161 -5.675 0.161  0.09
H -0.445 -4.085 0.767  0.09
H 1.121 -7.456 1.474  0.11
H 2.503 -6.696 2.144  0.07
H 2.224 -6.402 0.459  0.10
H 2.083 -6.414 5.897  0.11
H 1.599 -7.385 4.463  0.10
H 3.035 -6.364 4.475  0.07
H -0.852 -4.630 4.898  0.10
H -0.844 -6.328 4.163  0.10
H -0.434 -6.094 5.764  0.10
H 3.823 -4.405 5.059  0.08
H 5.109 -4.504 3.886  0.10
H 4.326 -3.046 4.271  0.09
H 3.536 -2.673 1.386  0.09
H 3.449 -4.369 0.827  0.07
H 4.869 -3.660 1.743  0.09

Output
net charge = +3
LUMO level = -0.474 hartree
relative energy (zero: lowest compared OMol25 entry of this formula, charge and spin) = 0.0 kJ/mol
frontier orbital gap = 1.16 eV

Record 5
The following is a DFT calculation (the ωB97M-V functional and the def2-TZVPD basis) of a gas-phase ion, C20H41BrIN2O (charge +1) in a non-equilibrium geometry.

Last column: Löwdin charge in e.
Cartesian coordinates (Å):
C -2.059 -1.995 1.981  -0.09
C -0.599 -1.250 1.950  -0.20
N -0.594 0.178 2.448  0.00
N -0.641 1.113 1.429  -0.20
C -1.913 1.254 0.593  -0.48
Br -2.833 2.774 1.569  0.74
C -1.701 1.393 -1.044  -0.33
C -2.616 0.097 -1.572  -0.08
C -2.416 2.627 -1.851  -0.17
C -1.697 3.045 -3.266  -0.29
C -2.697 3.086 -4.566  -0.61
I -2.967 1.073 -5.489  0.67
C -0.059 1.240 -1.060  -0.16
C 0.662 0.255 -2.153  -0.14
C 0.539 -1.348 -1.843  -0.18
C 1.241 -2.124 -3.148  -0.36
C 2.777 -2.560 -2.758  -0.10
C 0.302 -3.404 -3.595  -0.11
C 0.527 1.299 0.492  -0.16
C 1.988 0.640 0.826  -0.13
C 2.555 0.963 2.338  -0.17
C 2.873 -0.471 3.110  -0.16
C 2.699 -0.368 4.753  -0.22
O 1.495 0.362 5.184  -0.28
C 0.727 -0.387 6.199  -0.12
H -2.853 -1.335 2.544  0.09
H -1.925 -3.041 2.498  0.10
H -2.364 -2.172 0.841  0.08
H 0.099 -1.863 2.699  0.13
H -0.091 -1.393 0.884  0.11
H -1.454 0.325 3.057  0.15
H -0.641 2.025 1.978  0.11
H -2.733 0.401 0.721  0.11
H -3.780 0.304 -1.409  0.12
H -2.385 -0.894 -0.996  0.06
H -2.389 -0.108 -2.708  0.05
H -3.545 2.351 -2.122  0.13
H -2.502 3.635 -1.219  0.10
H -0.728 2.396 -3.522  0.10
H -1.281 4.156 -3.139  0.13
H -3.720 3.637 -4.377  0.08
H -2.119 3.708 -5.406  0.07
H 0.287 2.313 -1.452  0.15
H 1.828 0.508 -2.139  0.14
H 0.305 0.485 -3.259  0.12
H 1.130 -1.726 -0.907  0.08
H -0.552 -1.767 -1.789  0.09
H 1.194 -1.356 -4.057  0.13
H 2.962 -2.699 -1.604  0.08
H 3.503 -1.731 -3.170  0.09
H 3.035 -3.591 -3.264  0.08
H 0.943 -4.365 -3.889  0.09
H -0.413 -3.747 -2.711  0.08
H -0.422 -3.150 -4.509  0.09
H 0.757 2.463 0.631  0.18
H 2.784 1.111 0.073  0.14
H 1.990 -0.522 0.694  0.09
H 1.758 1.611 2.902  0.11
H 3.592 1.542 2.249  0.13
H 4.026 -0.708 2.921  0.13
H 2.279 -1.383 2.676  0.09
H 3.635 0.221 5.181  0.14
H 2.756 -1.474 5.193  0.13
H 1.113 -0.057 7.259  0.11
H 0.737 -1.552 6.043  0.10
H -0.411 -0.050 6.076  0.10

Output
net charge = +1
SMILES string = CCN[N@@H+]1[C@@H](Br)[C@@](C)(CCCI)[C@H](CCC(C)C)[C@@H]1CCCCOC
LUMO level = -0.107 hartree
frontier orbital gap = 8.83 eV

Record 6
The following is a DFT calculation (the ωB97M-V functional and the def2-TZVPD basis) of a single C4H6N2 molecule in a non-equilibrium geometry.

Last column: Löwdin charge in e.
Cartesian coordinates (Å):
C 1.543 -0.313 0.023  -0.18
N 0.471 -1.227 0.108  0.01
C -0.843 -0.712 -0.085  -0.21
C -2.255 -1.158 -0.064  -0.11
N -2.729 0.037 0.105  0.05
C -1.392 0.749 -0.063  -0.15
H 1.296 0.603 -0.574  0.09
H 2.346 -0.732 -0.456  0.04
H 1.750 0.090 0.976  0.07
H -2.771 -2.181 -0.143  0.14
H -1.148 1.557 0.770  0.14
H -1.178 1.197 -1.072  0.11

Output
SMILES string = C/N=C1/C=NC1
LUMO level (spin up / spin down) = -0.002 / -0.002 hartree
relative energy (zero: lowest compared OMol25 entry of this formula, charge and spin) = 374.5 kJ/mol
frontier orbital gap (spin up / spin down) = 9.61 / 9.61 eV